A) Formula: C46H51N4O10
Source: OMol25
Level of theory: ωB97M-V/def2-TZVPD

As for the net charge: +1. As for the HOMO energy: -0.3747 hartree. Its HOMO-LUMO gap is 0.3104 Eh.

Geometry (Å):
C  -1.701  2.326  2.759
C  -1.991  1.801  1.398
N  -0.836  0.998  0.797
C  -0.359  -0.166  1.351
C  0.870  -0.473  0.596
N  0.998  0.518  -0.337
C  -0.017  1.415  -0.111
C  2.146  0.590  -1.431
H  -2.447  3.094  3.259
H  -0.704  2.800  2.866
H  -1.751  1.440  3.384
H  -2.286  2.587  0.855
H  -2.864  1.297  1.332
H  -0.949  -0.808  2.072
H  1.475  -1.264  0.854
H  -0.197  2.212  -0.761
H  1.756  1.059  -2.309
H  2.405  -0.446  -1.608
H  2.947  1.322  -1.204
N  4.398  -1.744  -2.859
C  3.960  -1.736  -4.191
C  4.771  -1.324  -5.228
C  6.016  -0.619  -4.982
C  6.443  -0.533  -3.640
C  5.678  -1.179  -2.667
H  3.002  -2.246  -4.393
H  4.771  -1.248  -6.135
H  6.657  -0.137  -5.840
H  7.306  -0.088  -3.440
H  5.984  -1.272  -1.678
N  4.751  2.362  -3.067
C  4.476  2.534  -4.346
C  5.281  3.334  -5.253
C  6.171  4.339  -4.591
C  6.241  4.293  -3.197
C  5.536  3.298  -2.516
H  3.887  1.909  -4.917
H  5.241  3.256  -6.286
H  6.327  5.079  -5.079
H  6.779  4.930  -2.459
H  5.584  3.304  -1.540
C  -4.516  -0.394  -2.260
C  -3.197  -0.248  -3.004
C  -2.509  0.966  -2.855
C  -3.187  2.030  -2.232
C  -4.445  1.995  -1.683
C  -5.128  0.727  -1.688
O  -6.331  0.623  -1.186
O  -1.307  1.132  -3.424
H  -5.009  -1.456  -2.459
H  -2.765  -1.135  -3.492
H  -2.690  3.106  -2.090
H  -4.952  2.750  -1.340
H  -7.043  0.021  -1.487
H  -0.680  0.472  -3.826
C  -5.895  -0.357  4.275
C  -6.403  -1.580  4.997
C  -6.999  -2.588  4.303
C  -7.006  -2.570  2.934
C  -6.583  -1.339  2.225
C  -6.006  -0.268  2.951
O  -5.515  0.760  2.175
O  -7.665  -3.703  4.859
H  -5.424  0.461  4.859
H  -6.146  -1.742  6.196
H  -7.445  -3.419  2.543
H  -6.671  -1.194  1.128
H  -5.466  0.522  1.277
H  -7.810  -3.549  5.801
C  1.866  4.801  -1.471
C  0.571  4.833  -0.702
C  -0.660  5.074  -1.447
C  -0.697  5.020  -2.876
C  0.552  5.077  -3.543
C  1.772  5.142  -2.867
O  2.915  5.143  -3.574
O  -1.766  5.125  -0.756
H  2.813  5.008  -0.913
H  0.630  4.816  0.435
H  -1.498  5.146  -3.449
H  0.517  5.148  -4.606
H  3.587  5.493  -3.298
H  -2.541  5.434  -1.320
C  2.355  -6.606  1.794
C  3.339  -5.855  2.914
C  3.618  -4.514  2.642
C  3.175  -3.828  1.516
C  2.421  -4.547  0.531
C  2.031  -5.900  0.649
O  1.283  -6.483  -0.331
O  4.380  -3.793  3.558
H  1.902  -7.622  2.016
H  3.611  -6.648  3.755
H  3.515  -2.777  1.266
H  2.215  -4.060  -0.506
H  1.158  -7.432  -0.103
H  4.703  -4.608  3.995
C  -0.101  -2.446  5.037
C  -0.676  -3.631  4.144
C  -1.968  -3.212  3.665
C  -2.668  -2.114  3.967
C  -2.058  -1.071  4.724
C  -0.823  -1.254  5.315
O  -0.301  -0.258  6.152
O  -2.588  -4.147  2.864
H  0.747  -2.755  5.477
H  -0.030  -4.425  4.145
H  -3.544  -2.192  3.616
H  -2.805  -0.338  4.934
H  0.212  -0.599  6.861
H  -2.135  -5.004  2.787

B) Formula: C46H51N4O10
Source: OMol25
Level of theory: ωB97M-V/def2-TZVPD

As for the net charge: +1. As for the HOMO energy: -0.3617 hartree. Its HOMO-LUMO gap is 0.2658 Eh.

Geometry (Å):
C  1.514  0.353  -1.816
C  1.815  -0.814  -0.941
N  1.046  -0.928  0.286
C  0.184  -1.920  0.641
C  -0.137  -1.693  1.961
N  0.703  -0.586  2.375
C  1.440  -0.155  1.299
C  0.787  -0.127  3.799
H  0.537  0.338  -2.282
H  1.999  0.297  -2.561
H  1.590  1.340  -1.316
H  2.752  -0.715  -0.466
H  1.644  -1.857  -1.386
H  -0.222  -2.629  -0.068
H  -0.703  -2.155  2.845
H  2.445  0.352  1.431
H  0.230  -1.017  4.222
H  0.248  0.905  4.125
H  1.767  -0.181  4.070
N  3.503  -3.519  3.805
C  3.447  -4.096  2.544
C  3.869  -3.591  1.358
C  4.353  -2.245  1.437
C  4.462  -1.582  2.673
C  3.998  -2.230  3.807
H  2.738  -5.101  2.526
H  3.601  -4.165  0.494
H  4.739  -1.735  0.567
H  4.689  -0.608  2.701
H  3.772  -1.939  4.850
N  -0.360  -3.899  -2.747
C  -1.430  -4.103  -1.979
C  -2.519  -3.269  -2.081
C  -2.444  -2.166  -2.782
C  -1.431  -1.956  -3.732
C  -0.364  -2.847  -3.641
H  -1.483  -4.916  -1.287
H  -3.365  -3.613  -1.472
H  -3.326  -1.389  -2.695
H  -1.388  -1.028  -4.383
H  0.522  -2.615  -4.355
C  0.804  1.062  -6.730
C  -0.425  1.046  -5.947
C  -1.668  0.794  -6.652
C  -1.579  0.621  -8.109
C  -0.357  0.700  -8.886
C  0.769  0.965  -8.161
O  2.028  1.168  -8.747
O  -2.844  0.639  -6.127
H  1.829  1.025  -6.101
H  -0.479  1.121  -4.941
H  -2.354  0.485  -8.932
H  -0.409  0.531  -9.845
H  2.241  2.044  -8.816
H  -3.518  0.696  -6.699
C  -4.400  -1.730  1.578
C  -3.717  -0.405  1.191
C  -3.245  0.314  2.306
C  -3.202  -0.191  3.574
C  -3.956  -1.430  3.912
C  -4.601  -2.156  2.875
O  -5.122  -3.353  3.101
O  -2.341  1.377  2.062
H  -4.762  -2.237  0.631
H  -3.534  0.039  0.197
H  -2.650  0.432  4.245
H  -4.121  -1.773  4.874
H  -5.790  -3.127  3.637
H  -2.057  1.633  1.058
C  -2.509  0.700  9.927
C  -2.258  -0.417  8.960
C  -1.422  -0.078  7.851
C  -0.942  1.234  7.689
C  -1.197  2.244  8.612
C  -1.955  1.957  9.704
O  -2.351  2.965  10.537
O  -0.969  -1.007  6.975
H  -3.223  0.522  10.700
H  -2.920  -1.342  9.040
H  -0.267  1.434  6.812
H  -0.822  3.193  8.641
H  -3.100  2.949  11.160
H  -1.215  -1.775  7.339
C  4.521  1.831  -2.484
C  5.099  1.524  -3.954
C  6.079  0.576  -3.993
C  6.549  -0.074  -2.817
C  5.942  0.267  -1.569
C  5.075  1.254  -1.353
O  4.484  1.613  -0.164
O  6.618  0.199  -5.271
H  3.683  2.554  -2.612
H  4.802  2.033  -4.820
H  7.535  -0.746  -2.873
H  6.394  -0.268  -0.791
H  3.896  2.455  -0.249
H  6.922  -0.656  -5.084
C  -3.300  2.307  -2.892
C  -2.311  1.964  -1.763
C  -1.828  3.066  -0.981
C  -2.352  4.304  -1.169
C  -3.225  4.650  -2.284
C  -3.643  3.645  -3.151
O  -4.481  3.985  -4.125
O  -0.944  2.755  0.023
H  -3.623  1.621  -3.574
H  -1.948  1.187  -1.487
H  -1.967  5.206  -0.556
H  -3.628  5.689  -2.259
H  -4.972  4.772  -4.091
H  0.009  3.218  0.023

Verdict on stability: A) comes out at the bottom.

A) Formula: C17H28AsF6MgN3O6PS2Si
Source: OMol25
Level of theory: ωB97M-V/def2-TZVPD

As for the HOMO energy (spin up / spin down): -0.3140 / -0.3558 hartree. Its multiplicity is 2. Its HOMO-LUMO gap (spin up / spin down) is 0.2994 / 0.2804 Eh.

Geometry (Å):
Mg  -0.812  -0.155  -0.537
C  1.271  -4.261  0.184
Si  0.524  -2.804  1.090
C  1.197  -2.568  2.814
C  -1.318  -3.109  1.206
N  0.867  -1.283  0.184
C  2.096  -0.902  -0.110
C  3.290  -1.646  0.161
C  4.516  -1.229  -0.278
C  4.639  -0.038  -1.001
C  3.527  0.755  -1.255
C  2.293  0.347  -0.801
O  1.159  1.087  -0.954
C  1.248  2.295  -1.659
C  1.622  3.433  -0.968
C  1.649  4.647  -1.640
C  1.303  4.701  -2.983
C  0.946  3.542  -3.657
C  0.920  2.320  -2.998
H  0.751  -5.166  0.499
H  2.334  -4.414  0.366
H  1.125  -4.153  -0.893
H  1.116  -3.502  3.372
H  0.597  -1.813  3.328
H  2.238  -2.251  2.839
H  -1.573  -3.293  2.251
H  -1.596  -3.983  0.619
H  -1.920  -2.273  0.860
H  3.205  -2.570  0.706
H  5.394  -1.826  -0.074
H  5.607  0.276  -1.364
H  3.626  1.681  -1.802
H  1.917  3.360  0.072
H  1.944  5.546  -1.116
H  1.313  5.648  -3.505
H  0.671  3.582  -4.701
H  0.635  1.411  -3.509
N  -0.759  2.655  1.964
C  -1.674  2.121  3.009
P  -1.762  0.273  2.796
O  -0.956  -0.359  3.870
O  -1.346  0.046  1.354
C  -3.539  -0.095  2.974
N  -3.945  -1.177  2.076
H  -0.598  3.656  2.057
H  -1.161  2.454  1.000
H  0.137  2.162  1.997
H  -2.638  2.596  2.852
H  -1.267  2.353  3.991
H  -4.103  0.795  2.695
H  -3.699  -0.310  4.037
H  -3.429  -2.027  2.273
H  -3.743  -0.460  0.320
H  -4.930  -1.383  2.199
F  -0.733  -0.187  -2.514
As  -0.570  -1.858  -3.222
F  1.071  -1.833  -2.667
F  -0.081  -1.138  -4.702
F  -0.411  -3.474  -3.753
F  -2.219  -1.776  -3.673
F  -1.062  -2.367  -1.594
O  -3.454  2.401  -2.002
S  -2.985  1.779  -0.806
O  -1.472  1.796  -0.731
O  -3.536  2.224  0.457
S  -3.455  -0.261  -1.001

B) Formula: C17H28AsF6MgN3O6PS2Si
Source: OMol25
Level of theory: ωB97M-V/def2-TZVPD

As for the HOMO energy (spin up / spin down): -0.3178 / -0.3574 hartree. Its multiplicity is 2. Its HOMO-LUMO gap (spin up / spin down) is 0.3108 / 0.2763 Eh.

Geometry (Å):
Mg  0.645  0.329  -0.585
C  1.572  -4.210  -0.291
Si  0.242  -2.926  -0.817
C  -1.553  -3.590  -0.720
C  0.610  -2.519  -2.636
N  0.255  -1.529  0.260
C  0.126  -1.642  1.567
C  0.023  -2.860  2.295
C  0.033  -2.887  3.664
C  0.130  -1.707  4.402
C  0.171  -0.489  3.747
C  0.141  -0.446  2.364
O  0.129  0.693  1.651
C  0.195  1.912  2.320
C  -0.988  2.506  2.746
C  -0.955  3.775  3.302
C  0.250  4.445  3.442
C  1.426  3.834  3.038
C  1.408  2.561  2.492
H  1.797  -4.867  -1.127
H  1.276  -4.840  0.541
H  2.492  -3.701  -0.010
H  -1.617  -4.534  -1.248
H  -2.210  -2.878  -1.211
H  -1.912  -3.739  0.293
H  -0.176  -2.919  -3.268
H  1.551  -2.958  -2.952
H  0.678  -1.451  -2.805
H  -0.042  -3.778  1.744
H  -0.021  -3.832  4.182
H  0.172  -1.739  5.478
H  0.235  0.430  4.311
H  -1.924  1.970  2.656
H  -1.874  4.241  3.629
H  0.272  5.438  3.868
H  2.370  4.348  3.129
H  2.331  2.077  2.204
N  -2.580  1.788  -0.256
C  -3.163  1.650  -1.598
P  -2.220  0.202  -2.383
O  -3.072  -1.001  -2.280
O  -0.904  0.132  -1.632
C  -1.942  0.722  -4.146
N  -0.654  0.201  -4.572
H  -3.042  2.495  0.319
H  -1.512  2.021  -0.376
H  -2.584  0.867  0.195
H  -3.020  2.569  -2.157
H  -4.224  1.401  -1.537
H  -1.919  1.808  -4.208
H  -2.785  0.334  -4.733
H  -0.646  -0.811  -4.478
H  0.560  0.937  -3.581
H  -0.454  0.442  -5.538
F  2.258  0.968  0.159
As  3.552  -0.246  0.036
F  2.809  -1.160  1.353
F  4.451  0.626  1.279
F  4.761  -1.507  -0.099
F  4.325  0.690  -1.187
F  2.563  -1.045  -1.160
O  1.135  3.990  -1.572
S  0.360  2.803  -1.759
O  -0.016  2.206  -0.431
O  -0.846  2.944  -2.545
S  1.549  1.453  -2.765

Verdict on stability: B) comes out at the bottom.

A) Formula: C10H8O3
Source: OMol25
Level of theory: ωB97M-V/def2-TZVPD

As for the HOMO energy: -0.3463 hartree. Its HOMO-LUMO gap is 0.3087 Eh.

Geometry (Å):
C  -1.183  1.841  0.125
C  -1.296  3.058  -0.260
C  2.681  0.147  0.030
C  -1.535  0.398  1.748
C  -1.503  -0.560  -0.673
C  0.835  -1.445  0.277
C  0.833  0.237  -1.449
C  -1.924  0.499  0.248
C  -0.404  0.794  0.758
C  0.025  -0.279  -0.337
O  3.550  0.673  0.669
O  2.189  -1.024  0.528
O  2.094  0.693  -0.980
H  -1.870  1.059  2.462
H  -1.652  -0.630  2.065
H  -1.802  -1.529  -0.403
H  -1.672  -0.137  -1.563
H  0.577  -1.870  1.245
H  0.770  -2.417  -0.193
H  0.877  -0.558  -2.260
H  0.409  1.051  -2.037

B) Formula: C10H8O3
Source: OMol25
Level of theory: ωB97M-V/def2-TZVPD

As for the HOMO energy: -0.3391 hartree. As for the SMILES: O=c1c(CO)coc2ccccc12. Its HOMO-LUMO gap is 0.3315 Eh.

Geometry (Å):
O  1.150  -1.770  -0.214
C  0.851  -0.538  -0.216
C  1.588  0.602  -0.112
C  3.192  0.427  -0.062
O  3.523  -0.875  0.661
C  1.008  1.750  -0.099
O  -0.308  2.054  -0.108
C  -1.142  0.935  -0.038
C  -2.486  0.977  0.083
C  -3.250  -0.100  0.309
C  -2.734  -1.365  -0.022
C  -1.344  -1.516  -0.304
C  -0.589  -0.248  -0.053
H  3.502  0.264  -1.236
H  3.632  1.320  0.371
H  3.318  -1.669  -0.172
H  1.678  2.567  0.110
H  -3.202  1.978  0.188
H  -4.200  0.115  0.881
H  -3.245  -2.410  0.563
H  -0.943  -2.497  -0.530

Verdict on stability: A) comes out at the bottom.